Molecular formula: C41H43I2N3O2S2Tl
Method: DFT, ωB97M-V/def2-TZVPD

Geometry as XYZ:
```
94
Properties=species:S:1:pos:R:3:forces:R:3:lowdin_charge:R:1
Tl 0.831639 -0.154364 0.928011 -0.013 -0.267 -0.139 0.71
C -0.265847 -3.264018 2.656185 -0.192 0.335 -0.136 -0.18
C -1.507473 -2.367772 2.484516 0.316 -0.052 -0.030 -0.19
N -1.427117 -1.504661 1.303724 -0.244 -0.016 -0.007 -0.14
C -1.789951 -2.145325 0.036702 0.254 -0.037 -0.118 -0.19
C -0.738892 -3.135929 -0.486447 -0.307 0.164 0.178 -0.19
N 0.645184 -2.657682 -0.352586 -0.050 0.028 -0.482 -0.11
C 1.581545 -3.623461 0.232994 0.169 0.032 0.279 -0.19
C 2.002052 -3.279792 1.685652 -0.067 0.107 -0.196 -0.21
N 0.971040 -2.525234 2.395264 0.117 -0.020 0.243 -0.15
H -0.316490 -4.096573 1.958896 0.007 -0.087 0.092 0.10
H -0.285046 -3.681378 3.667662 -0.001 -0.093 -0.065 0.13
H -1.584328 -1.716146 3.356052 -0.060 -0.007 -0.003 0.08
H -2.397908 -3.009573 2.453501 -0.013 0.038 0.069 0.12
H -2.054736 -0.717053 1.425599 0.059 0.040 0.007 0.09
H -1.915856 -1.348555 -0.700106 -0.055 0.038 0.053 0.10
H -2.742304 -2.686591 0.124161 -0.026 0.079 -0.083 0.13
H -0.969739 -3.319433 -1.538629 -0.039 -0.081 0.020 0.13
H -0.855085 -4.089101 0.029580 0.078 -0.017 -0.049 0.10
H 0.944627 -2.406737 -1.288049 0.229 -0.053 0.111 0.10
H 2.494660 -3.658629 -0.363178 -0.057 -0.034 -0.031 0.12
H 1.158193 -4.631875 0.209446 -0.027 0.039 -0.068 0.11
H 2.894633 -2.649808 1.663870 -0.012 -0.026 0.005 0.11
H 2.271280 -4.210613 2.201437 0.030 0.021 -0.047 0.12
H 1.357674 -2.181351 3.265207 0.032 -0.063 0.014 0.07
I 0.831258 3.573007 2.452384 -0.211 -0.070 0.201 0.73
C -0.294936 2.596583 3.982564 0.273 0.036 -0.207 -1.12
I 0.428687 0.636575 4.425474 -0.168 0.205 0.121 0.76
H -1.328055 2.511411 3.668962 0.057 -0.025 -0.060 -0.04
H -0.201980 3.185014 4.886060 0.008 -0.034 0.003 -0.04
C -3.946801 7.395050 0.690814 0.073 -0.001 -0.012 -0.04
C -3.395682 6.075195 0.234330 -0.022 -0.059 0.048 -0.26
C -3.400038 4.978424 1.094311 0.021 0.058 -0.077 -0.03
C -2.839246 3.771769 0.713524 0.030 -0.201 0.052 -0.09
C -2.290839 3.647778 -0.548797 0.334 0.097 -0.175 -0.37
C -2.285956 4.719240 -1.429388 0.053 -0.108 -0.048 -0.07
C -2.837533 5.926125 -1.033568 -0.046 -0.009 -0.017 -0.02
S -1.468847 2.127677 -1.050740 -0.521 0.371 0.056 0.97
O -1.367336 1.315622 0.212737 0.121 -0.203 0.052 -0.69
C -2.867665 1.407443 -1.913361 0.229 -0.091 -0.994 -0.30
C -3.911829 0.962931 -1.079271 -0.037 -0.021 0.145 -0.07
C -5.014530 0.377886 -1.611518 -0.015 0.038 0.180 -0.01
C -5.104838 0.155232 -3.001700 0.124 0.011 -0.290 -0.15
C -6.229933 -0.490941 -3.562237 -0.063 -0.018 -0.077 -0.03
C -6.296908 -0.734284 -4.903358 -0.101 -0.076 0.062 -0.06
C -5.228725 -0.368097 -5.740831 0.173 0.084 -0.026 -0.05
C -4.128634 0.260373 -5.228576 -0.070 -0.088 -0.062 0.00
C -4.044083 0.570118 -3.848556 -0.046 -0.187 0.171 -0.11
C -2.910708 1.259679 -3.293497 0.324 -0.163 0.483 -0.12
C -1.929459 1.785941 -4.313988 0.536 -0.059 0.223 -0.13
C -2.447148 2.763293 -5.228482 0.140 0.201 0.046 -0.13
C -3.688564 3.404549 -4.996643 -0.064 0.103 -0.076 -0.02
C -4.180907 4.316853 -5.887247 -0.038 -0.036 0.173 -0.06
C -3.464707 4.632816 -7.055864 0.076 -0.012 -0.120 -0.06
C -2.253481 4.049567 -7.295209 -0.056 0.094 -0.040 -0.02
C -1.705023 3.119639 -6.383201 -0.284 0.007 0.189 -0.15
C -0.446422 2.523422 -6.611143 0.154 -0.095 -0.062 0.00
C 0.079814 1.663145 -5.702528 0.004 -0.024 -0.191 -0.06
C -0.643502 1.315639 -4.543096 -0.738 0.150 0.368 -0.30
S 0.214110 0.220933 -3.401733 0.372 0.432 -0.405 0.96
O 0.602371 -0.995277 -4.163530 -0.196 -0.353 0.246 -0.50
C 1.747356 1.212724 -3.383502 0.005 -0.056 0.281 -0.37
C 1.791381 2.583418 -3.163248 -0.003 -0.144 0.112 -0.07
C 3.016808 3.227210 -3.084175 -0.090 -0.017 0.008 -0.03
C 4.210511 2.531373 -3.245823 0.023 -0.050 0.034 -0.27
C 5.538954 3.225224 -3.151992 -0.032 -0.054 -0.058 -0.04
C 4.147272 1.165727 -3.509856 -0.046 0.151 0.034 -0.03
C 2.929621 0.509423 -3.569760 -0.139 -0.193 -0.071 -0.07
H -4.756420 7.254431 1.405097 -0.033 0.031 -0.020 0.08
H -4.310137 7.985444 -0.148486 -0.032 0.013 0.014 0.08
H -3.164028 7.971000 1.188951 -0.021 0.034 -0.002 0.09
H -3.839933 5.077498 2.078802 -0.002 0.003 0.022 0.12
H -2.815727 2.923561 1.385406 0.019 0.002 0.041 0.10
H -1.852473 4.604875 -2.417869 0.009 0.064 -0.011 0.11
H -2.828152 6.765485 -1.717641 -0.012 0.013 0.000 0.12
H -3.811067 1.108738 -0.011577 -0.053 -0.007 -0.002 0.11
H -5.836525 0.070573 -0.977435 0.003 -0.027 0.026 0.12
H -7.037786 -0.792857 -2.907539 0.000 0.004 0.018 0.12
H -7.158845 -1.230640 -5.328020 -0.036 0.008 0.024 0.11
H -5.277354 -0.586387 -6.799036 0.015 -0.030 -0.004 0.11
H -3.303101 0.511644 -5.878733 -0.063 -0.017 -0.050 0.12
H -4.245739 3.166657 -4.100281 -0.039 0.052 -0.030 0.12
H -5.128432 4.801860 -5.694556 -0.015 -0.005 0.012 0.11
H -3.879904 5.339901 -7.761052 0.020 0.017 -0.017 0.11
H -1.692648 4.291203 -8.189177 0.017 0.017 -0.002 0.12
H 0.096358 2.774139 -7.513470 0.022 -0.013 -0.015 0.12
H 1.043817 1.198644 -5.865776 0.016 0.061 0.000 0.12
H 0.885455 3.161414 -3.075497 -0.201 0.046 0.085 0.10
H 3.036146 4.293624 -2.896670 0.039 0.021 -0.027 0.12
H 5.427786 4.244048 -2.786790 0.038 0.018 0.000 0.08
H 6.019193 3.259645 -4.131189 0.030 0.041 0.011 0.09
H 6.203309 2.681218 -2.480605 0.040 0.049 0.012 0.08
H 5.063132 0.610932 -3.672741 0.004 -0.024 0.013 0.12
H 2.884285 -0.545521 -3.806927 -0.033 -0.030 0.065 0.11
```
Positions in Å, forces in eV/Å.

HOMO-LUMO gap = 7.900 eV
F_max = 1.024 eV/Å
Total energy = -94340.58995 eV
Multiplicity = 1
Charge = +1
Energy above the lowest of the compared OMol25 structures with the same formula, charge and spin = 0.446 eV
E_HOMO = -10.45 eV